Entry 1:
The following is a DFT calculation (ωB97M-V/def2-TZVPD) of the molecule C7H9N.

```
17
Properties=species:S:1:pos:R:3:forces:R:3
C 0.830892 0.196062 -1.361416 -1.9 -3.0 2.0
C 0.877238 1.338732 -2.136964 0.4 2.5 -1.3
N 0.339700 2.529100 -1.982768 0.6 -1.4 0.2
C 0.011984 -0.020205 -0.179258 2.1 1.5 -1.7
C 0.440673 -0.911898 0.696981 -2.7 0.3 -0.3
C 0.335893 -1.804658 1.706245 1.0 -1.5 1.0
C -0.726654 -2.468598 2.273728 0.4 -0.2 0.1
C -0.954905 1.052785 0.169343 -0.8 0.7 1.4
H 1.238344 -0.734194 -1.734847 0.5 0.3 -0.1
H 1.508854 1.188813 -3.017638 0.1 0.0 -0.1
H 0.711825 3.086246 -2.747514 -0.3 0.2 0.0
H 1.257068 -2.027438 2.248056 0.1 0.6 0.1
H -0.501606 -2.857814 3.260181 0.0 -0.2 -0.1
H -1.754911 -2.654545 1.997568 0.1 0.8 -0.6
H -1.738570 1.194431 -0.570532 0.1 -0.3 -0.3
H -1.428112 0.873001 1.137031 0.0 -0.1 -0.1
H -0.447711 2.020180 0.241802 0.1 -0.2 -0.2
```
Positions in Å, forces in eV/Å.

Output
**ΔE to the lowest compared entry with this formula, charge and spin**: 146.30 kcal/mol
**E_tot**: -8888.812 eV
**Gap between HOMO and LUMO**: 4.987 eV

---

Entry 2:
The following is a DFT calculation (ωB97M-V/def2-TZVPD) of a cluster of 2 separate species, C4H12 in total.

```
16
Properties=species:S:1:pos:R:3:forces:R:3
C -1.148604 -1.225127 -1.278747 0.1 -0.3 -0.5
C -0.899518 -0.501959 -2.608778 -0.2 -0.1 0.4
H -1.230085 -2.299331 -1.464770 -0.2 0.0 0.1
H -0.327769 -1.102794 -0.577101 0.0 0.1 0.1
H -2.080805 -0.883751 -0.831567 0.1 0.0 0.2
H -0.591360 0.528921 -2.433647 0.1 0.0 -0.1
H -1.820238 -0.482537 -3.191461 0.0 0.0 -0.1
H -0.144784 -1.014885 -3.202810 0.1 0.1 0.0
C 0.743100 0.336658 1.495999 -0.1 -0.1 -0.1
C 1.325665 1.414673 2.421688 -0.2 0.0 -0.3
H 1.303964 0.264694 0.564246 0.0 0.0 0.0
H 0.756194 -0.658802 1.941936 0.1 0.0 0.1
H -0.293935 0.525402 1.221857 0.0 0.1 0.0
H 0.584314 2.168783 2.683943 -0.1 -0.1 0.1
H 2.126766 1.948502 1.912164 0.1 0.0 0.2
H 1.697098 0.981551 3.347054 0.2 0.1 0.0
```
Positions in Å, forces in eV/Å.

Output
**ΔE to the lowest compared entry with this formula, charge and spin**: 3.43 kcal/mol
**E_tot**: -4342.380 eV
**Structure (SMILES)**: CC.CC
**Gap between HOMO and LUMO**: 12.920 eV

---

Entry 3:
The following is a DFT calculation (ωB97M-V/def2-TZVPD) of the ion C29H55Cl2N2O2 with charge +1.

```
90
Properties=species:S:1:pos:R:3:forces:R:3
C 2.830172 0.614286 -5.430856 -0.1 0.0 0.0
C 2.608109 0.714071 -3.922180 0.1 0.0 0.0
C 2.215001 -0.614090 -3.275914 0.2 -0.1 0.0
C 0.868689 -1.182577 -3.750069 -0.3 0.1 0.0
C 0.928769 -2.581961 -4.381549 0.1 -0.1 0.1
C -0.129292 -2.904954 -5.455852 0.1 0.1 0.0
C -1.078668 -4.034565 -5.066359 0.0 0.0 0.1
C -1.872877 -3.753416 -3.775658 -0.1 0.0 -0.1
C -1.531797 -4.671571 -2.603713 0.1 0.0 0.0
C -2.031117 -4.149267 -1.260944 -0.2 0.1 0.0
C -1.348117 -2.857919 -0.800321 0.0 0.0 -0.1
C -1.264762 -2.727071 0.716477 0.0 0.0 0.0
C -0.779909 -1.349461 1.156815 0.2 0.1 0.0
O 0.206992 -1.516009 2.164581 -0.1 -0.1 -0.1
C 0.766264 -0.297752 2.620068 0.1 0.1 0.1
C 1.624280 0.425187 1.561508 0.0 0.1 0.1
C 3.028922 0.725491 2.079604 0.2 -0.1 0.0
N 3.031751 1.839286 3.046194 -0.2 -0.2 0.1
C 3.860713 1.551248 4.239286 0.0 0.0 0.0
C 3.722444 2.640381 5.290282 -0.2 0.0 0.0
C 3.539227 3.043998 2.412205 0.1 0.0 0.0
C 2.560854 4.171560 2.335732 0.1 0.3 -0.1
O 4.659418 3.103077 1.987223 -0.1 0.0 0.0
C -0.319443 0.572230 3.230195 0.1 0.0 -0.1
N -1.391528 0.832921 2.218127 0.1 0.0 0.1
C -2.483346 1.726059 2.730919 -0.1 0.0 0.0
C -2.009650 3.063229 3.281150 0.1 0.0 0.0
C -3.244806 3.815971 3.780989 0.1 0.1 0.0
C -1.226371 3.883363 2.241347 -0.1 0.1 0.1
C -1.926971 -0.496780 1.719896 0.1 0.0 0.1
C -3.098522 -0.333971 0.781267 0.1 0.3 -0.5
Cl -4.521774 -1.157250 1.311529 -0.1 -0.1 0.0
C -3.124636 0.342472 -0.375012 0.0 -0.3 0.4
C -4.236506 0.460743 -1.356525 -0.1 -0.1 0.0
Cl -1.715231 1.256338 -0.842151 0.2 0.1 -0.1
H 2.073070 -0.010395 -5.908885 0.0 0.0 0.0
H 3.804705 0.176486 -5.651475 0.0 -0.1 0.0
H 2.792212 1.593767 -5.907223 0.0 0.0 0.0
H 3.536275 1.063187 -3.461551 -0.1 0.1 0.1
H 1.848275 1.468023 -3.695544 -0.1 0.0 0.0
H 3.012485 -1.336709 -3.479529 0.0 0.0 0.0
H 2.204801 -0.483621 -2.189872 0.0 0.0 0.0
H 0.182731 -1.213439 -2.896854 -0.1 0.1 -0.1
H 0.414461 -0.490669 -4.466236 0.1 0.0 0.0
H 0.843864 -3.327090 -3.584950 0.2 0.0 0.0
H 1.924936 -2.719996 -4.807120 0.0 0.0 0.0
H 0.385614 -3.187762 -6.376214 -0.1 0.0 -0.1
H -0.713475 -2.011584 -5.698018 0.0 0.0 0.1
H -0.492207 -4.950373 -4.946942 -0.1 -0.1 0.0
H -1.780021 -4.214547 -5.882130 0.1 0.0 -0.1
H -1.715527 -2.714925 -3.464497 0.1 0.0 -0.1
H -2.940235 -3.840425 -3.995648 0.0 0.0 0.1
H -1.951130 -5.664929 -2.777449 0.1 0.0 -0.1
H -0.444193 -4.793265 -2.553699 0.0 -0.1 0.0
H -3.104889 -3.951891 -1.351026 0.0 -0.1 0.2
H -1.913823 -4.923086 -0.498484 0.0 0.0 0.0
H -1.891004 -2.000426 -1.208658 0.1 0.0 0.0
H -0.329561 -2.805926 -1.202033 0.0 0.0 0.0
H -2.225086 -2.963946 1.183631 0.0 0.0 0.0
H -0.549215 -3.453406 1.106986 0.0 0.0 0.0
H -0.335936 -0.835751 0.294840 0.0 0.0 0.0
H 1.413529 -0.581324 3.452014 0.0 0.0 0.0
H 1.179945 1.383075 1.263886 -0.1 0.0 -0.1
H 1.688301 -0.195943 0.666702 0.0 0.0 0.0
H 3.418229 -0.157759 2.589190 0.0 -0.1 -0.1
H 3.703234 0.922734 1.242521 0.0 0.0 0.0
H 4.912192 1.443402 3.952820 0.0 -0.1 0.0
H 3.516530 0.595161 4.636361 0.0 0.0 0.0
H 4.276109 3.539470 5.018300 0.0 0.0 0.0
H 2.670822 2.907682 5.417733 0.0 0.0 0.1
H 4.098378 2.291956 6.250662 0.1 0.0 0.0
H 1.786491 3.927568 1.604008 0.0 -0.1 0.0
H 3.072715 5.079456 2.022680 -0.1 0.0 0.0
H 2.076182 4.312392 3.301043 0.0 0.0 0.0
H 0.121667 1.517057 3.540184 -0.1 0.0 0.0
H -0.802047 0.074613 4.071646 0.0 0.0 0.0
H -0.946168 1.299697 1.423409 -0.1 0.0 -0.1
H -3.019029 1.153638 3.490264 0.0 0.0 0.0
H -3.160761 1.889226 1.893884 0.0 0.0 0.0
H -1.367417 2.898758 4.149391 0.0 -0.2 0.0
H -2.937711 4.678731 4.371909 0.0 0.0 0.0
H -3.877574 3.189212 4.409558 0.0 0.0 0.0
H -3.840850 4.186885 2.945631 0.0 -0.1 0.0
H -0.766150 3.280077 1.455632 0.1 0.0 0.0
H -1.879132 4.601366 1.743161 0.0 -0.1 -0.1
H -0.430542 4.453595 2.718334 0.0 0.0 0.0
H -2.266963 -1.013938 2.618317 -0.1 0.1 0.0
H -3.871829 0.201726 -2.351800 0.0 0.0 0.0
H -4.592413 1.491410 -1.398328 0.0 0.0 0.0
H -5.059246 -0.200662 -1.098931 0.0 0.0 0.0
```
Positions in Å, forces in eV/Å.

Output
**Net charge**: +1
**E_tot**: -63079.671 eV
**Structure (SMILES)**: CCCCCCCCCCCC[C@@H]1O[C@@H](CCN(CC)C(C)=O)C[N@H+](CC(C)C)[C@H]1/C(Cl)=C(/C)Cl
**Gap between HOMO and LUMO**: 9.566 eV

---

Entry 4:
The following is a DFT calculation (ωB97M-V/def2-TZVPD) of a cluster of 2 separate species, C24H53BrN6O10P2 in total.

```
96
Properties=species:S:1:pos:R:3:forces:R:3
C 7.012142 -0.210450 -0.993159 0.2 0.1 1.1
C 5.973366 1.057162 -0.780038 1.3 0.4 -0.9
O 4.556439 0.708280 -0.967907 0.6 0.2 2.6
C 3.861610 0.604620 0.354590 -0.2 0.5 0.2
C 3.268588 2.089258 0.842089 1.9 -1.1 0.4
O 1.814719 2.048611 0.783794 0.0 0.9 -2.7
C 1.255096 3.086726 -0.149544 0.1 0.9 0.1
C 1.548283 4.406533 0.839683 -2.4 0.5 -1.4
O 2.697970 5.221772 0.378066 -1.1 -2.3 -0.4
N 3.324359 5.713662 1.488722 -2.1 5.3 0.6
O 2.926090 6.882642 1.606928 2.3 -3.9 0.4
N 1.857645 3.129417 -1.570880 -0.3 -2.4 -2.5
C 0.871415 3.036688 -2.759470 -0.5 -1.7 -2.3
O 1.026905 2.525380 -3.977276 -0.3 3.4 8.0
C -0.472756 3.742344 -2.027779 2.2 -0.9 -0.7
C -0.008776 5.301987 -2.111683 0.1 2.5 0.0
C 0.382655 5.763421 -3.678487 0.8 -0.4 0.1
C 2.025088 6.036375 -3.841435 -0.7 -0.2 0.5
Br -0.454137 7.585613 -4.058992 0.5 -1.3 0.2
P -2.142514 3.751003 -2.948549 -3.8 0.5 -2.3
N -2.763709 5.188219 -3.338269 0.9 -2.1 1.3
O -3.433219 2.940675 -2.048793 1.5 0.6 -1.9
O -1.986660 2.849437 -4.459026 -1.4 -0.7 3.4
C -0.338832 2.855910 -0.636764 0.6 -1.2 2.8
C -1.367111 3.105751 0.603857 -0.6 0.6 0.9
C -2.194587 4.509608 0.613045 -1.8 -0.3 1.0
O -1.771069 5.427033 1.724573 -0.7 -2.2 0.1
C -0.304650 1.204771 -0.729214 -0.4 -0.9 -0.6
C -1.453627 0.467339 -1.604144 -0.5 -2.2 -0.1
C -2.801068 -0.007148 -0.729417 0.8 -0.1 -0.4
O -3.104978 -1.461211 -0.937485 -1.5 1.7 2.0
C -4.239721 -1.698534 0.015783 -0.3 -0.1 0.3
H 7.084958 -0.854909 0.003101 -0.3 1.3 -2.1
H 6.719017 -0.932419 -1.866425 0.5 1.7 1.6
H 8.090248 0.250408 -1.154843 -2.2 -1.0 0.2
H 6.178675 1.555087 0.279394 -0.5 -1.0 -2.2
H 6.245675 1.852046 -1.627489 -0.7 -1.6 1.9
H 2.939780 -0.115465 0.216705 2.0 1.4 0.3
H 4.618034 0.229142 1.175564 -1.6 0.5 -1.7
H 3.805912 2.876012 0.172555 -1.4 -1.2 1.1
H 3.608259 2.288262 1.967311 -0.9 -0.4 -2.3
H 0.593711 5.101965 0.679442 2.1 -1.3 0.9
H 1.639357 4.066178 1.971088 0.0 0.7 -2.6
H 2.461106 2.295310 -1.820325 -0.1 1.4 1.0
H 0.961352 5.599183 -1.529342 -1.8 -1.2 -0.8
H -0.836086 6.080068 -1.740170 1.7 -2.1 -0.9
H -0.041672 5.028277 -4.482617 0.8 1.5 1.5
H 2.296458 6.340520 -4.960863 -0.6 -0.7 2.6
H 2.637396 5.094963 -3.487537 -1.3 1.7 -0.9
H 2.266498 6.895049 -3.069493 -0.4 -1.6 -1.8
H -3.695400 5.281366 -2.884960 1.0 0.1 -0.4
H -4.250743 3.141768 -2.598049 1.4 -0.2 0.9
H -2.649082 2.066560 -4.392027 1.7 1.9 -0.2
H -2.180733 2.242589 0.749389 1.9 1.8 -0.8
H -0.751980 3.073411 1.625927 -1.1 0.1 -2.3
H -2.233194 5.100109 -0.392381 0.5 -1.0 2.0
H -3.334881 4.260441 0.876037 2.4 0.4 -0.9
H -2.048634 4.949995 2.582208 0.7 1.2 -2.1
H 0.725283 0.780550 -1.158213 -2.2 1.2 1.1
H -0.447798 0.826795 0.396976 0.7 0.9 -2.6
H -1.747954 0.963244 -2.620732 0.6 -0.7 2.1
H -0.987457 -0.587954 -1.926202 -1.0 2.3 0.7
H -3.772915 0.561447 -1.042761 2.0 -0.7 0.8
H -2.521541 0.092685 0.411047 -0.8 0.1 -2.1
H -5.147524 -0.967868 -0.238911 1.9 -1.6 0.5
H -3.885537 -1.485249 1.127771 -0.7 -0.4 -2.3
H -4.625338 -2.809250 -0.015781 1.0 2.2 -0.3
C -0.712924 -5.143825 0.154088 -0.1 -0.5 0.0
N -0.136944 -5.054874 1.477941 1.0 1.8 -1.6
C 1.303243 -4.833509 1.372101 -0.1 0.0 0.6
P -0.618896 -5.762941 2.933005 -5.2 4.1 -4.1
O -0.668007 -4.387377 3.642199 2.9 -2.1 2.5
N -2.309070 -5.984672 3.101063 -2.1 -0.5 0.4
C -3.259184 -5.162299 2.361324 0.1 0.2 -0.3
C -2.736352 -6.019536 4.508259 0.3 -0.3 0.1
N -0.562439 -7.344253 2.117735 2.7 -2.6 1.8
C -1.664891 -7.970687 1.391219 -0.8 0.4 0.3
C 0.030011 -8.341185 3.015831 0.4 -0.2 -0.3
H -0.418945 -6.061231 -0.364609 0.0 -0.2 -0.2
H -0.387554 -4.299987 -0.467125 0.2 0.0 0.3
H -1.796727 -5.072555 0.157386 0.0 -0.1 0.1
H 1.816201 -5.742889 1.041855 0.2 -0.1 -0.2
H 1.725863 -4.542336 2.339823 -0.1 0.0 0.0
H 1.540331 -4.021650 0.676019 -0.2 -0.1 0.0
H -2.993958 -4.101829 2.381880 -0.1 0.1 -0.1
H -4.278192 -5.263276 2.754072 0.3 -0.1 0.3
H -3.337603 -5.497205 1.327160 0.1 0.1 -0.1
H -2.810196 -5.014896 4.937629 0.1 0.0 0.0
H -2.025220 -6.592528 5.113233 0.0 0.1 0.0
H -3.708510 -6.513526 4.608290 0.1 0.0 -0.2
H -2.459922 -8.328232 2.055208 0.0 0.0 0.0
H -1.297703 -8.835161 0.824919 0.4 0.2 0.2
H -2.110343 -7.307485 0.648665 0.1 0.1 0.3
H -0.660557 -8.612196 3.817236 0.0 -0.3 0.2
H 0.942265 -7.943289 3.471823 0.0 0.1 0.0
H 0.318014 -9.247779 2.473563 -0.1 0.1 0.0
```
Positions in Å, forces in eV/Å.

Output
**ΔE to the lowest compared entry with this formula, charge and spin**: 154.50 kcal/mol
**E_tot**: -143764.477 eV
**Structure (SMILES)**: CCOCCO[C@@]1(CON=O)NC(=O)[C@@](C[C@H](C)Br)(P(=N)(O)O)[C@@]1(CCO)CCCOC.CN(C)P(=O)(N(C)C)N(C)C
**Gap between HOMO and LUMO**: 6.414 eV

---

Entry 5:
The following is a DFT calculation (ωB97M-V/def2-TZVPD) of a cluster of 5 separate species, C25H42Br3F3N2O15P in total.

```
91
Properties=species:S:1:pos:R:3:forces:R:3
C -0.727618 -4.075151 0.792006 0.9 -0.2 -0.1
C -0.138312 -2.568070 0.996418 -0.6 -1.7 0.2
Br 1.810623 -2.725735 0.504798 -1.5 -0.1 -1.4
C -0.253258 -2.169895 2.567992 0.0 -0.3 -1.2
Br 1.608942 -1.874839 3.267573 -1.9 0.4 1.5
C -1.128066 -0.869423 2.879078 1.7 0.0 1.7
C -0.566918 0.588263 2.560306 0.8 1.1 1.3
C -0.172528 0.992554 1.072373 1.2 1.1 -0.9
F -0.032092 2.399628 0.889972 -0.6 -3.4 0.8
F -1.094754 0.570965 0.092162 2.1 0.6 2.0
F 1.139130 0.475117 0.856875 -3.5 0.9 0.0
C -1.785026 1.393187 3.278159 -0.5 -1.6 -1.3
O -1.872454 2.812037 3.078204 -0.4 -0.2 3.4
C -1.980942 3.464311 4.328112 0.4 1.8 0.0
N -1.997591 4.201346 5.264078 0.0 -3.1 -3.5
C -2.970326 0.503244 2.586332 -0.5 -0.8 -0.4
Br -4.767433 1.131538 2.054739 2.7 -0.5 0.9
N -2.543876 -0.763523 2.389541 1.2 1.8 0.2
P -3.676599 -1.940149 1.660804 -5.5 -0.5 -1.1
O -3.900677 -3.314144 2.646320 1.4 1.3 -1.1
O -3.246554 -2.336487 0.060475 0.6 -0.6 2.6
H -1.213579 -4.224776 -0.224866 0.6 0.4 1.3
H 0.172524 -4.791265 0.823921 -1.6 1.0 0.1
H -1.458222 -4.380153 1.611647 0.8 0.5 -1.0
H -0.713940 -1.892587 0.285616 1.2 -0.5 1.0
H -0.664503 -3.085420 3.129928 0.6 1.7 -0.7
H -1.232304 -0.928628 4.028077 0.3 0.2 -1.6
H 0.406079 0.827343 3.132196 -1.6 -0.6 -0.7
H -1.801761 1.091168 4.383714 0.1 0.5 -1.5
H -4.805376 -3.209332 3.038275 1.0 0.1 -0.5
H -3.835397 -3.093781 -0.189885 0.6 0.6 0.2
C -3.387726 -5.117983 8.947013 0.0 0.3 0.2
C -2.539167 -5.291371 7.701882 -0.3 -0.6 0.5
O -2.311037 -4.028670 7.058871 0.4 0.4 -0.2
C -1.353697 -3.265477 7.607910 -0.2 -0.4 0.3
O -0.679715 -3.549523 8.564611 -0.2 0.2 -0.5
O -1.290647 -2.112633 6.915686 0.0 -0.2 -0.2
C -0.360940 -1.168028 7.447321 0.3 0.3 0.2
H -4.310321 -4.581059 8.711606 0.0 -0.2 -0.1
H -3.641625 -6.087786 9.379234 0.0 0.1 -0.1
H -2.862279 -4.531171 9.703727 0.0 -0.1 -0.1
H -3.071204 -5.918037 6.983050 0.1 0.3 -0.2
H -1.592475 -5.790229 7.925779 0.0 0.3 0.0
H 0.628029 -1.611926 7.574741 -0.2 0.0 0.1
H -0.731567 -0.774571 8.396073 0.1 -0.1 0.0
H -0.278776 -0.343241 6.737418 -0.2 -0.2 -0.1
C -0.313456 4.368860 -1.660795 0.1 0.2 -0.1
C -1.754211 4.148599 -1.239010 0.4 -0.3 -0.3
O -2.302534 5.338872 -0.660881 -0.4 0.1 0.0
C -2.699105 6.277446 -1.536913 0.1 0.2 0.0
O -2.641759 6.195616 -2.739249 -0.1 -0.1 0.5
O -3.150259 7.332383 -0.841053 0.1 -0.5 -0.1
C -3.530722 8.442367 -1.654328 -0.2 0.5 -0.2
H 0.276911 4.755226 -0.825838 -0.1 -0.2 0.0
H 0.134144 3.436011 -2.010654 0.0 0.0 0.0
H -0.246665 5.104934 -2.464786 -0.1 -0.1 0.0
H -1.793109 3.376853 -0.467629 -0.2 0.3 0.1
H -2.370007 3.801224 -2.073470 0.0 0.3 0.0
H -4.237741 8.142555 -2.430086 0.2 0.0 0.0
H -2.643719 8.899456 -2.097979 -0.1 -0.1 -0.1
H -4.015721 9.177307 -1.011508 0.1 -0.3 0.1
C 5.492469 -4.511778 -4.719083 0.0 0.0 0.3
C 4.854058 -3.452771 -5.597419 0.6 -0.4 -0.2
O 3.636302 -2.971049 -5.013287 -0.2 0.5 0.2
C 3.783571 -2.070084 -4.030401 0.2 -0.4 0.0
O 4.829810 -1.634995 -3.615537 -0.5 -0.1 -0.2
O 2.562013 -1.749734 -3.571216 0.2 -0.1 -0.2
C 2.579679 -0.853284 -2.462222 0.0 0.4 0.3
H 4.777174 -5.307413 -4.495239 0.0 0.0 -0.2
H 6.365059 -4.946518 -5.210697 -0.1 0.0 0.0
H 5.810579 -4.091230 -3.762371 0.1 0.1 -0.1
H 4.587744 -3.891353 -6.561287 -0.3 0.1 0.2
H 5.542441 -2.627154 -5.797968 -0.2 0.0 0.2
H 3.172432 0.037489 -2.680874 0.0 -0.2 0.0
H 2.963862 -1.363828 -1.577401 0.1 0.2 -0.2
H 1.553023 -0.542347 -2.264496 0.0 -0.2 -0.2
C 4.434953 0.651013 -6.661101 0.1 0.3 -0.1
C 2.997230 0.436198 -6.227936 0.5 -0.5 -0.3
O 2.456473 1.628316 -5.643124 -0.4 0.3 -0.1
C 2.055368 2.569649 -6.512330 0.2 0.0 0.0
O 2.101724 2.492085 -7.715313 -0.1 0.0 0.5
O 1.612374 3.624795 -5.808639 0.0 -0.4 -0.1
C 1.227845 4.737661 -6.615287 -0.2 0.4 -0.2
H 5.033263 1.034018 -5.830363 -0.1 -0.2 0.0
H 4.875467 -0.283636 -7.014917 -0.1 0.0 0.1
H 4.498599 1.387421 -7.465420 -0.1 -0.1 0.0
H 2.960778 -0.334535 -5.456598 -0.2 0.4 0.0
H 2.373901 0.091979 -7.057752 0.0 0.2 0.1
H 0.513472 4.441764 -7.385810 0.2 0.0 0.0
H 2.112185 5.193827 -7.065325 -0.1 -0.1 -0.1
H 0.750036 5.472152 -5.966252 0.1 -0.2 0.1
```
Positions in Å, forces in eV/Å.

Output
**Net charge**: +1
**E_tot**: -287856.543 eV
**Gap between HOMO and LUMO**: 6.395 eV